BrHN2O2 in the gas phase in a non-equilibrium geometry. Source: the OMol25 dataset; level of theory: wB97M-V/def2-TZVPD.

Geometry as XYZ:
```
6
Properties=species:S:1:pos:R:3:forces:R:3:nbo_charge:R:1
Br -2.999 0.729 -0.619 -2.01 0.36 0.91 0.3403
O 1.059 1.609 0.850 -1.14 -0.44 -0.74 -0.3586
O -1.417 0.458 -1.340 3.50 0.85 0.55 -0.4223
N 0.208 1.773 -0.005 -0.06 1.21 -0.62 0.2347
N -0.348 0.639 -0.421 0.21 -3.49 1.97 -0.1541
H -0.203 -0.163 0.327 -0.50 1.51 -2.07 0.3600
```
Forces are in eV/Å.

Output
Highest occupied orbital energy in eV: -10.17
Multiplicity: 1
Kohn-Sham gap in eV: 9.265
SMILES: O=NNOBr
Energy above the lowest of the compared OMol25 structures with the same formula, charge and spin in kcal per mole: 2.0